# 1
ORCA calculation (ωB97M-V with the def2-TZVPD basis set) on a structure of composition C27H43IN5PW.

For the highest occupied orbital energy (spin up / spin down), the calculation gives -13.3 / -13.3 eV. The energy above the lowest of the compared OMol25 structures with the same formula, charge and spin comes out at 0.0 kcal per mole. The calculation puts the HOMO-LUMO gap (spin up / spin down) at 7.19 / 7.19 eV. As for the total energy: -2034.0077 Eh. Its charge is +2.

Geometry as XYZ:
```
78
Properties=species:S:1:pos:R:3:forces:R:3
W -0.713 -0.476 -1.244 0.1582 0.0866 -0.0056
I -0.917 -2.893 -2.307 -0.0273 -0.0373 -0.0012
C 0.947 -2.777 -3.275 0.0009 -0.0089 -0.0082
C 1.452 -3.849 -3.947 -0.0057 -0.0031 0.0073
C 2.691 -3.702 -4.605 0.0116 0.0171 -0.0055
C 3.346 -2.505 -4.560 0.0072 -0.0028 0.0036
C 2.812 -1.398 -3.855 -0.0169 -0.0013 0.0016
C 3.493 -0.157 -3.819 -0.0141 0.0069 0.0068
C 2.967 0.907 -3.144 0.0273 -0.0058 -0.0185
C 1.742 0.767 -2.463 -0.0188 0.0220 0.0207
C 1.019 -0.412 -2.444 -0.0383 0.0164 0.0501
C 1.571 -1.520 -3.178 -0.0033 -0.0130 0.0158
H 0.925 -4.793 -3.988 0.0002 0.0001 -0.0017
H 3.107 -4.540 -5.146 -0.0008 -0.0008 -0.0005
H 4.294 -2.384 -5.070 -0.0009 0.0002 -0.0012
H 4.437 -0.066 -4.343 0.0006 -0.0011 -0.0008
H 3.488 1.855 -3.124 0.0015 -0.0010 -0.0050
H 1.372 1.631 -1.918 -0.0030 -0.0105 -0.0007
C 1.924 0.754 3.683 0.0304 0.0175 0.0013
C 1.576 0.615 2.195 -0.0150 0.0433 -0.0498
C 2.873 0.615 1.370 0.0111 -0.0004 0.0410
C 0.787 1.852 1.726 -0.0099 -0.0358 0.0029
P 0.608 -0.945 1.854 0.0449 -0.0090 -0.0153
N -0.034 -0.726 0.351 -0.1433 -0.0045 0.0063
C -0.845 -1.172 3.005 0.0171 -0.0057 0.0442
C -1.893 -2.100 2.370 -0.0120 0.0030 -0.0288
C -0.406 -1.742 4.363 0.0078 -0.0042 -0.0221
C -1.550 0.173 3.236 -0.0016 0.0071 -0.0165
C 1.685 -2.465 1.724 0.0459 0.0034 0.0187
C 2.477 -2.448 0.405 -0.0069 -0.0009 -0.0076
C 2.654 -2.572 2.911 0.0023 0.0053 -0.0044
C 0.810 -3.726 1.673 -0.0279 -0.0096 0.0070
H 2.577 1.623 3.788 0.0010 -0.0076 0.0133
H 2.464 -0.107 4.073 0.0041 -0.0023 0.0022
H 1.052 0.931 4.309 -0.0132 -0.0058 -0.0056
H 3.335 1.596 1.497 0.0021 -0.0045 0.0002
H 2.683 0.475 0.305 -0.0081 -0.0129 -0.0037
H 3.593 -0.124 1.712 0.0073 -0.0053 -0.0248
H 1.411 2.725 1.920 0.0136 -0.0064 0.0030
H -0.152 2.005 2.246 -0.0117 -0.0058 -0.0029
H 0.599 1.815 0.652 -0.0005 0.0081 0.0072
H -1.555 -3.120 2.233 0.0077 -0.0096 0.0078
H -2.242 -1.717 1.410 0.0001 0.0020 0.0069
H -2.750 -2.128 3.045 -0.0002 -0.0008 -0.0009
H -0.031 -2.760 4.287 -0.0003 0.0013 0.0055
H -1.282 -1.769 5.013 -0.0060 0.0002 -0.0048
H 0.346 -1.129 4.858 0.0026 0.0009 -0.0042
H -1.866 0.633 2.298 -0.0050 0.0033 0.0054
H -0.951 0.882 3.800 0.0063 0.0003 0.0051
H -2.449 -0.028 3.821 -0.0015 0.0006 -0.0042
H 3.184 -1.631 0.318 0.0086 0.0159 0.0103
H 1.817 -2.426 -0.462 -0.0058 -0.0035 -0.0057
H 3.048 -3.378 0.366 -0.0004 0.0035 -0.0022
H 3.407 -1.788 2.907 0.0027 -0.0035 0.0051
H 3.179 -3.525 2.823 0.0002 0.0006 -0.0011
H 2.150 -2.568 3.876 -0.0078 -0.0006 -0.0030
H 0.071 -3.676 0.872 0.0006 -0.0113 0.0031
H 0.311 -3.941 2.615 -0.0085 0.0044 -0.0020
H 1.469 -4.570 1.461 0.0048 0.0077 -0.0035
C -3.719 4.841 -0.404 0.0044 0.0021 0.0028
C -4.369 4.636 -1.767 -0.0019 -0.0032 -0.0035
C -5.587 3.721 -1.683 -0.0026 -0.0003 -0.0019
C -3.363 4.158 -2.815 0.0046 -0.0121 -0.0029
N -2.771 2.848 -2.466 -0.0066 0.0312 -0.0080
C -3.249 1.619 -2.676 0.0043 -0.0313 -0.0261
N -2.407 0.769 -2.130 -0.0927 -0.0052 -0.0209
N -1.426 1.527 -1.606 0.0785 -0.0228 -0.0395
N -1.619 2.772 -1.795 -0.0047 0.0012 0.0532
H -4.430 5.294 0.284 -0.0005 0.0008 -0.0011
H -2.846 5.492 -0.463 -0.0002 0.0015 -0.0001
H -3.407 3.890 0.037 0.0002 -0.0021 0.0005
H -4.696 5.608 -2.147 -0.0011 0.0005 0.0025
H -5.332 2.747 -1.254 0.0019 -0.0001 0.0010
H -6.053 3.566 -2.658 0.0011 0.0006 -0.0009
H -6.339 4.158 -1.028 0.0004 0.0017 -0.0004
H -2.520 4.839 -2.911 0.0023 -0.0010 0.0053
H -3.827 4.031 -3.792 -0.0007 -0.0015 0.0002
H -4.159 1.386 -3.203 -0.0009 -0.0024 -0.0007
```
Forces are in eV/Å.



# 2
ORCA calculation (ωB97M-V with the def2-TZVPD basis set) on a structure of composition C27H43N7NaO2.

For the highest occupied orbital energy, the calculation gives -4.4 eV. The energy above the lowest of the compared OMol25 structures with the same formula, charge and spin comes out at 0.0 kcal per mole. The calculation puts the HOMO-LUMO gap at 6.60 eV. As for the total energy: -1750.8243 Eh. Its charge is -1.

Geometry as XYZ:
```
80
Properties=species:S:1:pos:R:3:forces:R:3
Na 0.104 0.129 -0.035 -0.0287 -0.0035 0.0000
C 0.942 1.430 2.715 -0.0053 -0.0013 -0.0151
N 1.968 0.445 2.406 0.0087 0.0058 0.0012
C 1.777 -0.733 3.237 -0.0054 0.0005 -0.0080
C 2.765 -1.878 3.005 -0.0005 -0.0039 0.0032
C 3.153 -2.176 1.560 0.0110 0.0180 -0.0043
N 2.036 -2.375 0.662 -0.0070 -0.0143 0.0054
C 2.060 -3.449 -0.021 -0.0005 0.0119 -0.0133
C 1.163 -3.854 -1.093 -0.0052 -0.0272 -0.0020
C 1.266 -5.184 -1.525 -0.0061 0.0091 0.0076
C 0.529 -5.686 -2.575 0.0008 -0.0109 -0.0044
C -0.328 -4.809 -3.253 -0.0034 0.0064 -0.0050
C -0.440 -3.493 -2.879 0.0036 -0.0039 0.0029
C 0.282 -2.944 -1.771 0.0244 0.0161 0.0111
O 0.132 -1.727 -1.429 -0.0086 0.0297 0.0105
C 3.297 1.016 2.519 -0.0168 -0.0247 -0.0013
C 3.643 1.996 1.400 0.0003 0.0171 -0.0110
C 3.304 1.507 -0.018 0.0112 -0.0129 0.0109
N 1.930 1.840 -0.358 -0.0035 0.0149 -0.0055
C 1.778 2.939 -0.987 0.0164 -0.0154 0.0022
C 0.539 3.639 -1.272 -0.0272 0.0104 -0.0069
C 0.630 4.768 -2.099 0.0038 -0.0183 0.0095
C -0.449 5.576 -2.379 0.0025 0.0095 -0.0059
C -1.678 5.258 -1.782 -0.0052 0.0002 -0.0036
C -1.806 4.171 -0.955 0.0066 -0.0209 0.0075
C -0.715 3.285 -0.664 0.0154 0.0230 -0.0012
O -0.877 2.270 0.082 0.0194 -0.0375 0.0073
H -0.045 0.969 2.650 0.0001 -0.0001 0.0096
H 1.062 1.833 3.736 -0.0008 -0.0013 0.0010
H 0.958 2.245 1.994 0.0059 0.0041 0.0028
H 0.765 -1.083 3.035 0.0045 0.0043 -0.0021
H 1.812 -0.467 4.312 -0.0016 -0.0028 0.0004
H 2.328 -2.778 3.449 -0.0035 0.0051 0.0045
H 3.692 -1.693 3.558 0.0029 -0.0044 -0.0005
H 3.829 -3.048 1.560 -0.0029 -0.0019 -0.0015
H 3.731 -1.335 1.169 0.0020 -0.0029 0.0030
H 2.861 -4.184 0.174 0.0006 -0.0016 0.0042
H 1.962 -5.834 -1.000 0.0006 0.0001 -0.0007
H 0.623 -6.721 -2.878 -0.0003 0.0003 -0.0003
H -0.907 -5.170 -4.097 0.0008 -0.0013 -0.0002
H -1.085 -2.815 -3.425 -0.0006 0.0006 0.0008
H 4.022 0.203 2.490 0.0080 0.0044 0.0029
H 3.431 1.517 3.498 0.0017 0.0045 0.0009
H 4.717 2.198 1.466 -0.0002 -0.0059 0.0024
H 3.141 2.955 1.553 0.0017 -0.0013 0.0028
H 3.432 0.424 -0.081 -0.0046 0.0029 0.0014
H 4.004 1.973 -0.727 -0.0043 0.0022 -0.0022
H 2.676 3.476 -1.340 -0.0028 0.0015 0.0020
H 1.600 5.004 -2.528 -0.0009 0.0026 -0.0016
H -0.351 6.434 -3.029 -0.0017 -0.0007 -0.0008
H -2.544 5.882 -1.975 -0.0010 0.0000 0.0016
H -2.761 3.936 -0.496 -0.0044 0.0087 -0.0028
N -0.821 0.729 -2.900 -0.0060 -0.0109 -0.0702
C -2.251 0.911 -2.686 -0.0079 0.0027 0.0200
C -2.913 -0.282 -2.011 0.0098 0.0046 -0.0030
N -2.640 -0.434 -0.578 0.0013 -0.0243 0.0212
C -2.891 -1.821 -0.205 -0.0165 -0.0020 -0.0002
C -2.384 -2.254 1.163 -0.0062 -0.0085 -0.0034
N -0.975 -1.914 1.334 -0.0083 0.0019 0.0006
C -3.455 0.519 0.173 0.0077 0.0175 0.0053
C -3.072 0.721 1.651 0.0101 -0.0185 -0.0054
N -3.079 2.111 2.100 -0.0059 0.0122 0.0014
H -0.280 1.452 -2.445 0.0023 0.0038 -0.0054
H -0.502 -0.180 -2.572 0.0102 0.0214 0.0253
H -2.760 1.041 -3.651 0.0028 -0.0004 -0.0004
H -2.439 1.826 -2.120 0.0025 -0.0018 0.0017
H -2.553 -1.182 -2.515 0.0023 -0.0010 0.0026
H -4.005 -0.238 -2.183 -0.0005 0.0031 0.0001
H -2.387 -2.445 -0.945 -0.0025 0.0033 -0.0027
H -3.973 -2.053 -0.262 0.0001 0.0008 -0.0010
H -2.571 -3.336 1.222 0.0048 0.0002 0.0007
H -2.966 -1.796 1.965 0.0049 0.0024 -0.0020
H -0.450 -2.149 0.493 0.0078 -0.0007 0.0056
H -0.565 -2.455 2.085 0.0016 -0.0017 -0.0012
H -4.526 0.242 0.090 -0.0012 -0.0023 -0.0026
H -3.330 1.487 -0.309 -0.0077 -0.0016 -0.0029
H -2.068 0.328 1.805 -0.0026 0.0045 -0.0045
H -3.740 0.151 2.302 -0.0046 0.0053 -0.0001
H -3.980 2.537 1.906 0.0011 -0.0009 -0.0010
H -2.383 2.598 1.537 0.0011 -0.0041 0.0016
```
Forces are in eV/Å.